1.
{"formula": "C21H30N2O3", "method": "wB97M-V/def2-TZVPD", "elements": ["C", "C", "O", "C", "C", "C", "C", "C", "N", "C", "C", "N", "C", "C", "C", "C", "C", "C", "O", "C", "C", "C", "C", "O", "C", "C", "H", "H", "H", "H", "H", "H", "H", "H", "H", "H", "H", "H", "H", "H", "H", "H", "H", "H", "H", "H", "H", "H", "H", "H", "H", "H", "H", "H", "H", "H"], "coordinates": [[-6.71608, -0.54660, -0.96945], [-6.71933, 0.88490, -0.43952], [-5.60589, 1.63278, -0.88103], [-4.38166, 1.42660, -0.31733], [-4.11419, 0.60328, 0.77199], [-2.82462, 0.50300, 1.26201], [-1.77547, 1.20352, 0.68576], [-0.38374, 1.06399, 1.24298], [-0.05918, -0.33941, 1.44392], [1.09526, -0.57399, 2.28847], [2.43472, -0.38701, 1.56721], [2.46125, -1.25455, 0.40326], [3.76753, -1.31133, -0.23939], [4.28540, 0.00837, -0.71952], [4.04439, 0.72174, -1.85592], [4.75773, 1.93981, -1.72136], [5.38103, 1.88882, -0.51123], [6.27035, 2.85478, 0.18679], [5.09487, 0.71883, 0.10315], [1.38728, -0.88792, -0.50246], [0.03529, -1.09280, 0.19756], [-0.23009, -2.57790, 0.47991], [-0.64077, -3.37384, -0.75942], [0.40986, -3.59017, -1.67262], [-2.04728, 2.02119, -0.40361], [-3.32984, 2.13599, -0.89765], [-5.84803, -1.09238, -0.60782], [-6.68552, -0.53599, -2.05606], [-7.61750, -1.05986, -0.64570], [-7.58271, 1.42483, -0.83914], [-6.78536, 0.89552, 0.65572], [-4.89781, 0.03961, 1.25383], [-2.61889, -0.14093, 2.10337], [0.32755, 1.58972, 0.58503], [-0.34538, 1.54892, 2.22494], [1.03536, -1.60336, 2.65140], [1.04286, 0.09373, 3.15145], [2.56312, 0.67480, 1.29212], [3.25363, -0.66636, 2.23442], [4.47365, -1.72064, 0.48936], [3.68778, -1.99917, -1.08544], [3.44470, 0.41605, -2.68914], [4.79910, 2.74143, -2.43047], [7.25130, 2.41287, 0.35921], [5.85166, 3.12850, 1.15474], [6.38478, 3.74901, -0.41835], [1.47335, 0.16272, -0.83062], [1.43282, -1.52284, -1.38761], [-0.75777, -0.72263, -0.46114], [-1.03450, -2.64050, 1.21374], [0.66878, -3.02695, 0.90684], [-1.05666, -4.34207, -0.44002], [-1.41082, -2.83947, -1.32102], [1.14735, -3.98479, -1.19243], [-1.24675, 2.57588, -0.87251], [-3.54692, 2.77225, -1.74121]], "atomic_forces_ev_per_a": [[0.1, 0.4, 0.1], [-0.3, -0.3, 0.1], [0.3, 0.1, -0.1], [0.2, 0.1, -0.1], [-0.3, 0.0, 0.0], [0.1, 0.1, -0.1], [0.0, 0.1, 0.0], [0.0, 0.0, 0.0], [0.0, 0.2, 0.1], [0.3, 0.0, 0.0], [-0.2, -0.1, 0.2], [0.0, 0.0, 0.0], [0.0, 0.2, 0.2], [-0.4, -0.2, -0.8], [0.1, -0.4, 0.5], [0.3, 0.1, 0.5], [-0.1, 0.6, -0.6], [-0.1, -0.4, 0.1], [0.2, 0.0, 0.3], [-0.2, 0.1, -0.1], [0.0, -0.4, -0.2], [-0.1, 0.1, -0.5], [-0.3, -0.1, 0.6], [0.5, -0.1, -0.3], [0.0, -0.1, 0.1], [-0.3, 0.0, 0.0], [0.0, -0.1, 0.0], [0.0, 0.0, -0.1], [-0.1, -0.1, 0.0], [0.1, -0.1, 0.1], [0.0, 0.1, -0.1], [-0.1, 0.0, 0.0], [0.0, -0.1, 0.1], [-0.1, 0.0, 0.1], [0.1, 0.0, -0.1], [0.1, 0.0, 0.1], [0.0, 0.0, 0.0], [0.1, 0.0, 0.0], [0.0, 0.1, 0.0], [0.0, 0.0, -0.1], [0.1, 0.0, 0.1], [-0.1, -0.2, -0.1], [0.1, 0.2, -0.1], [0.1, 0.0, 0.0], [0.0, 0.1, 0.1], [0.0, 0.0, 0.0], [0.0, 0.0, 0.0], [0.0, 0.1, 0.0], [0.1, -0.1, 0.0], [0.0, 0.0, 0.1], [0.0, -0.1, 0.1], [0.0, 0.2, -0.1], [0.0, 0.0, 0.1], [-0.1, 0.0, -0.1], [0.1, 0.0, 0.0], [0.0, 0.1, -0.1]], "total_charge": 0, "total_energy_ev": -31385.557, "smiles": "CCOc1ccc(CN2CCN(Cc3ccc(C)o3)C[C@H]2CCO)cc1", "lumo_energy_ha": 0.0298, "homo_lumo_gap_ev": 8.77}

***

2.
{"formula": "C44H88O22S11", "method": "wB97M-V/def2-TZVPD", "elements": ["O", "S", "O", "C", "C", "C", "C", "H", "H", "H", "H", "H", "H", "H", "H", "O", "S", "O", "C", "C", "C", "C", "H", "H", "H", "H", "H", "H", "H", "H", "O", "S", "O", "C", "C", "C", "C", "H", "H", "H", "H", "H", "H", "H", "H", "O", "S", "O", "C", "C", "C", "C", "H", "H", "H", "H", "H", "H", "H", "H", "O", "S", "O", "C", "C", "C", "C", "H", "H", "H", "H", "H", "H", "H", "H", "O", "S", "O", "C", "C", "C", "C", "H", "H", "H", "H", "H", "H", "H", "H", "O", "S", "O", "C", "C", "C", "C", "H", "H", "H", "H", "H", "H", "H", "H", "O", "S", "O", "C", "C", "C", "C", "H", "H", "H", "H", "H", "H", "H", "H", "O", "S", "O", "C", "C", "C", "C", "H", "H", "H", "H", "H", "H", "H", "H", "O", "S", "O", "C", "C", "C", "C", "H", "H", "H", "H", "H", "H", "H", "H", "O", "S", "O", "C", "C", "C", "C", "H", "H", "H", "H", "H", "H", "H", "H"], "coordinates": [[-0.74640, 0.24438, -4.16195], [-1.99237, -0.11707, -3.58456], [-1.96952, -0.89250, -2.37555], [-2.93502, 1.42715, -3.27939], [-4.04004, 1.45850, -4.39085], [-4.40159, 0.01617, -4.73426], [-3.12952, -0.77295, -4.82550], [-2.22318, 2.26027, -3.26821], [-3.32637, 1.40375, -2.24102], [-4.94453, 2.02612, -4.13883], [-3.68894, 1.88462, -5.36222], [-5.05679, -0.06678, -5.62245], [-5.00190, -0.38660, -3.94634], [-2.66227, -0.77425, -5.76912], [-3.21389, -1.83790, -4.58287], [-1.13586, -2.76487, -5.04552], [0.05894, -3.42794, -4.64301], [0.05385, -4.86688, -4.42904], [1.28080, -2.89034, -5.84936], [2.56810, -2.55103, -5.03474], [1.99780, -1.87245, -3.69724], [0.78160, -2.71020, -3.19876], [0.90422, -2.03677, -6.42469], [1.31159, -3.67473, -6.62550], [3.04254, -3.48296, -4.73527], [3.24306, -1.90748, -5.57345], [1.62005, -0.88856, -3.89028], [2.75954, -1.92163, -2.94166], [-0.01524, -2.14206, -2.69374], [0.97724, -3.58996, -2.56202], [-5.77669, 0.83230, -2.32342], [-6.17481, 0.63497, -0.91230], [-6.79505, 1.72086, -0.16633], [-7.14508, -0.85248, -0.67528], [-6.66842, -1.47652, 0.67953], [-5.46423, -0.56913, 1.25980], [-4.72855, 0.18792, 0.10951], [-7.09931, -1.45848, -1.54518], [-8.11903, -0.39101, -0.68587], [-7.47412, -1.48241, 1.40133], [-6.38271, -2.56811, 0.51914], [-4.75928, -1.24569, 1.74434], [-5.91362, 0.15043, 1.90314], [-4.14380, -0.50071, -0.53410], [-4.23285, 1.13202, 0.41401], [1.89552, -5.05517, -0.37047], [2.43364, -4.24028, 0.66490], [1.55761, -3.74736, 1.76912], [3.79128, -5.00002, 1.47559], [4.95508, -4.31345, 0.73784], [4.55723, -2.84274, 0.38313], [3.18718, -2.89556, -0.18147], [3.67509, -6.05463, 1.49162], [3.65669, -4.50945, 2.45863], [5.85914, -4.23671, 1.33728], [5.15917, -4.87003, -0.16285], [5.30731, -2.42784, -0.27486], [4.53705, -2.31536, 1.36174], [3.10363, -3.25288, -1.21475], [2.50751, -2.04964, -0.07686], [1.57644, -0.21352, 0.15230], [0.16580, 0.13993, 0.40405], [-0.50330, 0.94434, -0.55585], [-0.85952, -1.36446, 0.66485], [-1.46811, -1.24617, 2.02665], [-0.42125, -0.43532, 2.85002], [-0.06459, 0.79979, 2.05493], [-0.16054, -2.19113, 0.65773], [-1.51710, -1.34716, -0.19482], [-2.37708, -0.62590, 2.16674], [-1.57092, -2.22690, 2.45884], [0.48319, -1.06740, 2.88692], [-0.73478, -0.19820, 3.88485], [0.90801, 1.21635, 2.35969], [-0.88322, 1.53526, 2.00591], [-4.94525, -4.17946, -1.67816], [-3.76185, -3.98998, -0.84367], [-3.76839, -2.79772, -0.03565], [-3.53416, -5.44886, 0.18378], [-2.00084, -5.80570, 0.03469], [-1.69056, -5.58247, -1.47496], [-2.23908, -4.13587, -1.71913], [-4.26430, -6.20909, -0.10626], [-3.76588, -5.17474, 1.23218], [-1.46422, -4.97277, 0.47850], [-1.64182, -6.72192, 0.47031], [-2.41906, -6.21609, -1.99671], [-0.65802, -5.75680, -1.80214], [-2.44576, -4.04834, -2.75462], [-1.61589, -3.33834, -1.32949], [2.98525, 1.78492, 2.36708], [3.08366, 2.55905, 1.11702], [1.85071, 2.97522, 0.49393], [4.05323, 4.11922, 1.32059], [4.90945, 4.09806, 0.06367], [5.48475, 2.65106, -0.00074], [4.20371, 1.74115, -0.06063], [4.52795, 3.97813, 2.31478], [3.29076, 4.88244, 1.43423], [4.29716, 4.30358, -0.82317], [5.58797, 4.96448, 0.12486], [6.00295, 2.45240, 0.91852], [6.08230, 2.66748, -0.86819], [4.25628, 0.67244, 0.08754], [3.85719, 1.93768, -1.06500], [4.30414, 2.79045, -3.24914], [3.20333, 2.15937, -3.96767], [3.42122, 1.07046, -4.86261], [1.79674, 1.79803, -2.90110], [1.09026, 3.15336, -2.82147], [1.00665, 3.56384, -4.33054], [2.38938, 3.43161, -4.97351], [2.25143, 1.45429, -1.97948], [1.18670, 1.02583, -3.38017], [0.10691, 3.03321, -2.41816], [1.71083, 3.83619, -2.28069], [0.55845, 4.51555, -4.49209], [0.30866, 2.86705, -4.85956], [2.96356, 4.33897, -4.86774], [2.43319, 2.96012, -5.97180], [-2.21431, 4.74620, 2.55372], [-2.55342, 4.04991, 1.36163], [-2.77891, 2.60385, 1.53230], [-3.93062, 4.76635, 0.50811], [-3.37584, 5.28451, -0.78651], [-2.22045, 4.45066, -1.22423], [-1.37073, 4.23766, 0.10101], [-4.36663, 5.56034, 1.09196], [-4.65707, 3.87613, 0.48224], [-4.18935, 5.22123, -1.53452], [-3.00164, 6.29199, -0.55442], [-1.59322, 4.99932, -1.90319], [-2.56118, 3.51025, -1.63257], [-0.79142, 5.08824, 0.32400], [-0.64974, 3.37714, 0.14972], [2.04817, 4.89109, 4.98622], [1.13951, 3.85895, 4.58137], [0.83175, 3.75678, 3.17050], [1.63145, 2.22008, 5.20082], [0.57670, 1.88188, 6.27469], [-0.72207, 2.51033, 5.77377], [-0.32852, 3.96976, 5.58874], [2.63936, 2.25869, 5.58588], [1.52324, 1.51871, 4.36513], [0.44340, 0.80655, 6.49266], [0.80415, 2.40195, 7.18619], [-1.49879, 2.35003, 6.55364], [-1.07218, 2.04520, 4.82092], [0.01170, 4.38180, 6.55880], [-0.90772, 4.75757, 5.10562], [5.30675, -1.48750, 6.58334], [4.11510, -0.84926, 6.10617], [3.79734, 0.38742, 6.72711], [4.35990, -0.51975, 4.35798], [3.58085, -1.65429, 3.64170], [2.38801, -1.79756, 4.48627], [2.81337, -2.02416, 5.91198], [5.43009, -0.63201, 4.22586], [3.91657, 0.45939, 4.09320], [3.35791, -1.39511, 2.62488], [4.22804, -2.49421, 3.55867], [1.66062, -2.52996, 4.08791], [1.86876, -0.81293, 4.58560], [3.28758, -3.02602, 6.10791], [2.03932, -1.87209, 6.67743]], "atomic_forces_ev_per_a": [[1.8, 0.2, -1.0], [-2.2, 1.4, 0.4], [-0.3, -0.8, 0.2], [-0.5, 0.0, 0.0], [0.4, 0.5, -0.8], [-0.7, 0.0, 0.1], [0.0, -1.4, 1.0], [0.0, -0.3, -0.5], [-0.1, -0.4, -0.8], [0.5, -0.2, 0.3], [0.3, 0.1, 0.9], [0.7, 0.1, 0.1], [-0.3, -0.2, 0.6], [0.8, 0.5, -1.1], [-0.3, 0.3, 0.1], [-1.6, 0.3, 0.0], [1.1, -0.7, -0.3], [0.0, 0.6, -0.5], [0.8, -0.3, -0.5], [-2.1, -0.2, 1.0], [-0.3, -1.7, -0.8], [0.0, 0.0, 0.4], [-0.2, 0.1, 0.7], [0.5, -0.1, 0.6], [0.3, 0.0, -0.1], [0.2, 0.2, -0.1], [0.3, 0.6, -0.1], [0.4, 0.6, 0.3], [0.4, 0.2, -0.3], [0.5, 0.4, -0.2], [-1.1, -0.1, 1.9], [2.2, 0.7, -0.3], [-0.3, -0.3, -0.7], [0.2, 0.8, 1.0], [0.9, -0.2, -0.8], [0.0, -1.3, -1.5], [-1.4, -0.8, -0.5], [0.5, -0.7, -0.6], [-0.7, -0.2, 0.4], [-0.2, 0.1, 0.1], [-0.1, 1.6, 0.1], [-0.1, 0.3, 0.3], [0.0, 0.5, 0.8], [0.1, 0.5, 0.6], [-0.1, -0.7, -0.2], [-1.0, -1.3, -0.8], [-2.7, 1.2, 2.4], [0.9, -0.6, -1.8], [0.5, 2.8, 0.4], [0.5, 0.1, 0.1], [0.6, -0.6, 1.5], [-0.9, -0.1, -0.7], [0.2, -0.8, -0.1], [0.4, -0.8, -0.1], [0.1, -0.5, 0.0], [0.3, -0.2, -0.4], [0.1, 0.3, -0.1], [0.2, 0.0, -0.9], [0.5, 0.2, 0.1], [0.3, 0.3, 0.2], [-1.1, 0.2, 0.3], [0.6, -1.2, 1.0], [-0.5, 1.2, -1.3], [0.6, 0.8, -0.7], [0.1, 1.6, 1.5], [0.4, -1.0, 0.2], [0.5, 0.2, 0.0], [0.1, -0.3, -0.1], [-0.2, -0.2, 0.0], [0.0, -0.8, -0.9], [-0.4, -0.3, 0.2], [-0.2, 0.3, 0.3], [0.0, -0.2, -0.5], [-0.6, 0.2, -0.2], [0.4, -0.2, 0.0], [1.1, -0.1, 0.2], [-1.7, -0.7, -0.1], [0.5, 0.2, 0.4], [0.9, -0.3, 1.2], [-0.6, 1.5, -1.1], [-1.7, 0.2, 0.8], [1.0, -1.0, 0.0], [0.4, 0.0, -0.3], [0.1, 0.0, -0.6], [0.2, -0.1, 0.8], [-0.3, -0.4, 0.1], [0.6, -0.2, -0.4], [-0.4, 0.2, 0.1], [-0.2, 0.7, -1.0], [0.2, 0.0, -0.2], [0.6, 0.6, -1.3], [-0.2, 0.3, 1.1], [-0.2, -0.5, -0.5], [-0.9, -1.6, 0.8], [-0.1, 0.5, 0.9], [-1.7, 0.9, 0.8], [0.8, 1.5, -0.5], [0.4, 0.3, -0.8], [0.0, 0.1, -0.2], [-0.1, -0.2, 0.1], [0.4, -0.8, -0.1], [0.8, -0.1, 0.2], [0.8, -1.0, -0.9], [0.2, -0.1, 0.4], [-0.6, -0.1, -0.1], [-0.5, -0.7, 0.1], [-0.8, 1.6, -0.3], [0.8, -1.5, -0.3], [0.7, 0.4, 0.2], [0.4, -0.9, -2.0], [-0.7, -1.3, -0.4], [-0.1, -0.7, 0.5], [-0.4, -0.2, 0.3], [0.1, 0.3, 0.2], [-0.5, 0.1, 0.6], [0.1, 0.6, 0.6], [-0.1, 1.0, 0.0], [0.5, 0.2, 0.6], [0.3, 0.2, -0.3], [-0.2, 0.8, 0.4], [0.2, 1.1, 1.0], [-0.1, -2.6, 0.7], [-0.3, 1.1, -0.5], [-1.4, -1.8, 0.6], [-1.2, 0.4, -0.4], [1.5, -0.6, 1.7], [0.3, -1.5, -1.6], [-0.1, 0.1, 0.4], [0.8, 1.4, -0.4], [0.5, 0.8, 0.2], [-0.4, 0.0, -0.6], [0.2, 0.0, -0.6], [0.2, -0.2, -0.1], [0.6, 1.3, 0.2], [-0.9, 0.6, -0.3], [0.6, 0.3, 0.2], [0.2, -0.6, -0.3], [-0.2, 0.0, 0.5], [-0.6, -0.4, 0.1], [-0.1, -0.2, -0.8], [-1.2, -0.3, 0.1], [0.4, 0.6, 0.2], [0.3, 0.0, -0.1], [0.3, 0.3, 0.1], [0.4, 0.4, -0.2], [0.4, 0.0, 0.7], [0.3, 0.4, -0.7], [0.2, 0.4, 0.6], [-0.1, -0.2, -0.5], [-0.7, -0.6, -0.1], [0.3, -1.0, 0.3], [2.1, 0.4, -1.1], [-1.4, 1.1, 0.9], [-0.5, -0.5, -0.6], [1.2, 1.8, -0.1], [-2.5, -0.2, 0.5], [0.1, -1.7, 1.2], [0.1, 0.6, -0.2], [0.6, -0.4, 0.2], [-0.5, 0.5, -0.4], [0.3, -1.2, 0.4], [0.3, 0.2, 0.4], [0.1, -0.5, -0.8], [-0.4, 0.9, -0.3], [0.2, 0.1, -0.3]], "total_charge": 0, "total_energy_ev": -211283.431, "smiles": "O=S1(=O)CCCC1.O=S1(=O)CCCC1.O=S1(=O)CCCC1.O=S1(=O)CCCC1.O=S1(=O)CCCC1.O=S1(=O)CCCC1.O=S1(=O)CCCC1.O=S1(=O)CCCC1.O=S1(=O)CCCC1.O=S1(=O)CCCC1.O=S1(=O)CCCC1", "lumo_energy_ha": 0.0064, "homo_lumo_gap_ev": 10.07}

***

3.
{"formula": "C3H3N2O3", "method": "wB97M-V/def2-TZVPD", "elements": ["H", "N", "C", "C", "N", "O", "C", "O", "O", "H", "H"], "coordinates": [[-1.55198, 1.92298, 0.28663], [-0.51744, 1.95777, 0.19474], [-0.21682, 0.72031, -0.05029], [1.22191, 0.22989, -0.10759], [1.43444, -1.09503, -0.19338], [2.16713, 0.97532, -0.07041], [-1.55631, -0.32726, -0.02697], [-1.27976, -1.50281, -0.09312], [-2.58243, 0.27951, 0.25139], [0.60544, -1.57596, -0.12416], [2.27583, -1.58472, -0.06685]], "atomic_forces_ev_per_a": [[0.3, 0.0, -0.2], [1.1, -2.0, -0.4], [-2.5, 0.9, 0.6], [0.9, 0.3, -0.1], [-0.7, 0.6, -0.3], [1.0, 1.6, 0.1], [2.0, 2.7, 1.0], [0.2, -2.6, -0.5], [-1.0, 0.2, -0.3], [-2.4, -2.0, 0.0], [1.2, 0.2, 0.1]], "total_charge": -1, "total_energy_ev": -12284.164, "smiles": "[H]/N=C(/C(N)=O)C(=O)[O-]", "lumo_energy_ha": 0.1493, "homo_lumo_gap_ev": 8.59}

***

4.
{"formula": "C2H3NO4", "method": "wB97M-V/def2-TZVPD", "elements": ["O", "C", "O", "C", "O", "N", "O", "H", "H", "H"], "coordinates": [[-1.64637, 0.34985, -1.14119], [-0.81565, 0.44390, -0.24805], [-0.44926, 1.54320, 0.34937], [-0.03801, -0.77540, 0.28744], [-0.54746, -1.73229, 0.78918], [1.29919, -0.52555, 0.55734], [1.77142, 0.29247, -0.53819], [-0.84058, 2.30497, -0.00912], [1.85221, -1.47601, 0.33090], [1.98935, 1.21304, -0.13289]], "atomic_forces_ev_per_a": [[1.4, 0.3, 1.7], [-1.7, -1.6, -2.9], [1.5, -0.6, 1.9], [-0.5, 0.5, 2.2], [-0.9, -0.6, -0.7], [2.6, -2.1, -2.8], [0.9, 2.5, 1.1], [-1.3, 1.6, -1.0], [-1.6, 2.6, 1.3], [-0.5, -2.5, -0.8]], "total_charge": 0, "total_energy_ev": -11800.577, "smiles": "O=C(O)C(=O)NO", "lumo_energy_ha": 0.0123, "homo_lumo_gap_ev": 10.81}

***

ΔE to the lowest compared entry with this formula, charge and spin (kJ/mol)
323.9, 50.2, 0.0, 263.5